# 1
Molecular formula: C3H5N6S
Method: DFT, wB97M-V/def2-TZVPD

The geometry in ORCA input format:
```
! wB97M-V def2-TZVPD RIJCOSX def2/J DEFGRID3
* xyz -1 1
N -3.0430 1.0155 1.3812
C -1.9995 1.3686 1.0109
N -0.8800 1.9003 0.7354
C 0.2962 1.4182 0.4831
N 1.3795 2.1917 0.8795
N 0.6655 0.1964 0.0444
C -0.2756 -0.4336 -0.6220
N 0.0539 -1.8021 -0.6425
N -1.2240 -0.0039 -1.4018
S -2.2884 -1.2671 -1.8858
H 1.1749 3.1126 1.1886
H 2.3092 2.2181 0.3464
H 0.1115 -2.0614 -1.5667
H 0.9025 -1.9310 -0.1689
H -3.3415 -0.9753 -1.1801
*
```

Output
LUMO (eV): 3.61
M (g mol⁻¹): 157.2
ΔE to the lowest compared entry with this formula, charge and spin (kJ/mol): 27.9
Structure (SMILES): N#C/N=C(/N)[N-]/C(N)=N/S
HOMO level (eV): -4.224
Gap between HOMO and LUMO (Eh): 0.288

---

# 2
Molecular formula: C5H8
Method: DFT, wB97M-V/def2-TZVPD

The geometry in ORCA input format:
```
! wB97M-V def2-TZVPD RIJCOSX def2/J DEFGRID3
* xyz 0 1
C -1.2274 0.7140 0.0118
C -0.0331 1.4060 -0.0468
C 1.2055 0.4314 0.0939
C 0.5568 -0.9764 -0.0970
C -0.9731 -0.7433 0.0709
H -2.2022 1.1532 -0.0848
H 0.2878 2.4752 -0.1103
H 1.5918 0.4755 1.1163
H 1.8894 0.7020 -0.6970
H 0.8902 -1.6917 0.7179
H 0.8349 -1.4407 -1.1172
H -1.4069 -1.2647 0.9294
H -1.4137 -1.2407 -0.7869
*
```

Output
LUMO (eV): 1.22
M (g mol⁻¹): 68.1
ΔE to the lowest compared entry with this formula, charge and spin (kJ/mol): 57.9
Structure (SMILES): C1=CCCC1
HOMO level (eV): -8.928
Gap between HOMO and LUMO (Eh): 0.373

---

# 3
Molecular formula: C34H47F9N2O15
Method: DFT, wB97M-V/def2-TZVPD

The geometry in ORCA input format:
```
! wB97M-V def2-TZVPD RIJCOSX def2/J DEFGRID3
* xyz 0 1
C 2.1835 -1.8296 0.9553
C 1.9792 -0.5219 1.1657
N 1.4662 0.3756 0.1907
C 2.4363 1.4389 -0.1090
C 3.6494 0.7631 -0.7127
O 4.2364 1.6545 -1.6968
C 5.5947 1.5857 -1.6782
C 6.2777 2.6120 -0.8393
O 6.2141 0.7479 -2.3198
C 0.0479 0.6421 0.3014
C -0.6667 -0.7008 -0.0191
C -0.8398 -1.7541 1.0673
F -0.4697 -2.9801 0.5537
C -0.4719 1.3273 1.6131
O -1.1000 0.4223 2.4936
C -2.4805 0.5658 2.7592
C -3.3221 0.5761 1.4940
C -4.7599 0.0890 1.6204
O -4.8547 -1.2688 1.1888
C -5.8536 -1.5101 0.2782
O -6.7555 -2.3181 0.5309
C -5.7521 -0.8109 -1.0478
C -7.0801 -0.1663 -1.3918
C -2.8269 -0.7443 3.4921
C -1.7694 -1.1707 4.4587
O -1.0035 -0.4712 5.0838
O -1.7898 -2.5626 4.6537
C -1.0737 -3.2802 3.7154
C -1.8876 -4.2352 2.9404
O 0.1300 -3.1349 3.5805
C -2.7893 1.7494 3.7032
C -3.9079 2.6835 3.3276
F -3.0416 1.3238 4.9852
N 0.6388 2.0208 2.3024
C 0.9365 1.6162 3.6638
C 0.6627 3.4400 2.1168
C -0.5025 4.2891 2.5554
O 1.6596 3.9890 1.6398
C -0.4113 1.5882 -0.8247
F -1.7629 1.7522 -0.7655
F 0.0858 2.8338 -0.6052
C -0.0778 1.2449 -2.3158
F -0.0878 2.4402 -2.9645
F 1.1648 0.7624 -2.4438
C -1.0250 0.3088 -3.1594
F -0.9982 0.7573 -4.4314
F -2.2943 0.3110 -2.7338
F -0.5495 -0.9445 -3.1522
H 2.2066 -2.2910 -0.0184
H 2.3108 -2.4455 1.8258
H 2.3025 -0.0936 2.1076
H 2.7511 1.9296 0.7977
H 2.1267 2.1466 -0.8505
H 4.3946 0.5153 0.0298
H 3.3489 -0.1387 -1.2089
H 5.5982 3.3498 -0.4508
H 6.8154 2.1277 -0.0451
H 7.0033 3.0999 -1.4711
H -0.0558 -1.1678 -0.7714
H -1.6207 -0.5594 -0.4951
H -0.2369 -1.5773 1.9377
H -1.8814 -1.8554 1.3380
H -1.1749 2.1099 1.3706
H -2.8698 -0.0665 0.7656
H -3.3522 1.5543 1.0439
H -5.1864 0.2046 2.6008
H -5.3617 0.7010 0.9642
H -5.5009 -1.5660 -1.7759
H -4.9641 -0.0767 -1.0614
H -7.3001 0.5899 -0.6581
H -7.0459 0.2770 -2.3717
H -7.8556 -0.9057 -1.3619
H -2.8922 -1.5107 2.7411
H -3.7565 -0.6901 4.0288
H -2.2463 -5.0229 3.5852
H -1.2711 -4.6767 2.1826
H -2.7564 -3.7614 2.5134
H -1.8896 2.3441 3.7489
H -3.8002 3.1011 2.3429
H -3.9115 3.4893 4.0405
H -4.8655 2.2013 3.4315
H 1.1488 0.5689 3.7424
H 0.1766 1.8450 4.4030
H 1.8384 2.1279 3.9653
H -0.7813 4.1053 3.5782
H -0.2036 5.3156 2.4839
H -1.3544 4.1564 1.9040
O 1.4044 -2.8739 -1.9574
C 2.3517 -3.3504 -2.5033
O 2.3593 -4.5513 -3.1086
C 3.5962 -4.6890 -3.8345
C 4.5048 -3.7275 -3.0931
O 3.5631 -2.7669 -2.5844
H 3.9415 -5.7182 -3.8057
H 3.4289 -4.3939 -4.8678
H 5.0132 -4.1947 -2.2486
H 5.2400 -3.2404 -3.7253
O 5.9987 -1.0154 -6.3558
C 5.0949 -0.3603 -5.9579
O 5.0694 0.9887 -5.9255
C 3.7400 1.4099 -5.5875
C 3.1975 0.1968 -4.8613
O 3.9436 -0.8701 -5.4609
H 3.7672 2.3029 -4.9700
H 3.1949 1.6259 -6.5080
H 3.4146 0.2202 -3.7916
H 2.1311 0.0456 -5.0064
*
```

Output
LUMO (eV): 0.22
M (g mol⁻¹): 894.7
Structure (SMILES): C=CN(CCOC(C)=O)[C@@](CCF)([C@@H](O[C@@](CCOC(=O)CC)(CC(=O)OC(C)=O)[C@@H](C)F)N(C)C(C)=O)C(F)(F)C(F)(F)C(F)(F)F.O=C1OCCO1.O=C1OCCO1
HOMO level (eV): -8.788
Gap between HOMO and LUMO (Eh): 0.331

---

# 4
Molecular formula: C2H15NO4
Method: DFT, wB97M-V/def2-TZVPD

The geometry in ORCA input format:
```
! wB97M-V def2-TZVPD RIJCOSX def2/J DEFGRID3
* xyz 1 2
C -0.5553 -1.2457 1.9785
N -0.8847 -0.9142 0.5317
C -0.9786 -2.2021 -0.2545
H -1.2652 -1.9931 2.2102
H 0.4669 -1.4253 2.1157
H -0.9611 -0.4797 2.6432
H -0.0553 -0.2937 0.1436
H -1.8265 -2.8196 -0.0549
H -0.1108 -2.9070 -0.1556
H -1.0662 -1.8683 -1.3903
H 0.5338 1.4862 -2.3488
H 1.8270 1.5332 -1.6090
O 1.4746 1.1513 -2.3949
H 3.1750 -0.2672 0.3873
H 1.9271 0.6061 0.8605
O 2.8388 0.4746 0.7197
H -2.3050 0.9534 -2.0676
H -2.5886 1.8727 -0.7618
O -2.0243 1.7139 -1.4934
H -0.0340 2.1300 0.1869
H 1.4348 2.4653 0.7395
O 0.9778 2.0292 0.0140
*
```

Output
<S²>: 0.7544
LUMO (spin up / spin down) (eV): -3.61 / -8.89
M (g mol⁻¹): 117.1
ΔE to the lowest compared entry with this formula, charge and spin (kJ/mol): 259.3
HOMO level (spin up / spin down) (eV): -13.749 / -13.747
Gap between HOMO and LUMO (spin up / spin down) (Eh): 0.373 / 0.178

---

# 5
Molecular formula: C6H14
Method: DFT, wB97M-V/def2-TZVPD

The geometry in ORCA input format:
```
! wB97M-V def2-TZVPD RIJCOSX def2/J DEFGRID3
* xyz 0 1
C 3.1707 0.5573 0.3521
C 2.0274 0.2768 -0.2695
C 0.6526 0.5369 0.2929
C -0.5542 -0.2297 -0.2679
C -1.8812 0.3813 0.2053
C -3.1111 -0.3048 -0.3877
H 4.1266 0.3943 -0.1379
H 3.1853 0.8302 1.4057
H 2.0499 -0.1214 -1.2874
H 0.5334 1.5958 0.0390
H 0.6529 0.4772 1.3897
H -0.5177 -1.2873 0.0265
H -0.5253 -0.2110 -1.3667
H -1.9345 0.3395 1.3023
H -1.9002 1.4480 -0.0596
H -3.1064 -0.2415 -1.4821
H -4.0383 0.1577 -0.0302
H -3.1432 -1.3661 -0.1154
H 2.4246 -1.3613 0.2917
H 1.8887 -1.8718 0.0992
*
```

Output
LUMO (eV): 1.25
M (g mol⁻¹): 86.2
ΔE to the lowest compared entry with this formula, charge and spin (kJ/mol): 262.5
Structure (SMILES): C=CCCCC.[H][H]
HOMO level (eV): -8.902
Gap between HOMO and LUMO (Eh): 0.373

---

# 6
Molecular formula: C5H13NO
Method: DFT, wB97M-V/def2-TZVPD

The geometry in ORCA input format:
```
! wB97M-V def2-TZVPD RIJCOSX def2/J DEFGRID3
* xyz 0 1
C 2.4821 -0.8738 -0.6633
C 1.3803 -1.5993 -0.5879
C 0.1423 -1.1448 0.1598
C -0.2124 0.3266 -0.1079
N -0.2893 0.5916 -1.5595
C -0.5212 2.0409 -1.7703
H 2.6298 0.0721 -0.1524
H 3.3162 -1.1288 -1.3102
H 1.4236 -2.6626 -0.7986
H -0.7430 -1.6253 -0.2760
H 0.2531 -1.4415 1.1929
H -1.1355 0.5981 0.4140
H 0.5916 0.9642 0.2749
H -1.2068 0.1922 -1.7742
H 0.4425 2.5342 -1.6905
H -1.3017 2.4262 -1.1042
H -0.9779 2.1517 -2.7367
O -1.7390 -0.4003 3.9888
H -2.4147 -1.0418 3.7332
H -2.1199 0.0203 4.7680
*
```

Output
LUMO (eV): 0.77
M (g mol⁻¹): 103.2
ΔE to the lowest compared entry with this formula, charge and spin (kJ/mol): 216.7
Structure (SMILES): C=CCCNC.O
HOMO level (eV): -8.803
Gap between HOMO and LUMO (Eh): 0.352

---

# 7
Molecular formula: C4H10NO2
Method: DFT, wB97M-V/def2-TZVPD

The geometry in ORCA input format:
```
! wB97M-V def2-TZVPD RIJCOSX def2/J DEFGRID3
* xyz 0 2
O -1.1927 -0.9596 -0.0614
C -0.9591 0.3142 0.0333
C -0.6206 1.0299 -1.2768
C 0.4423 0.2894 -2.0809
H -1.6891 0.8480 0.6654
H -0.3363 2.0533 -1.0226
H -1.5390 1.0448 -1.8744
H 1.3753 0.2214 -1.5235
H 0.6088 0.7337 -3.0606
H 0.0639 -0.7222 -2.2476
N 0.9155 -1.5058 1.4824
C 0.5598 -0.1629 1.9289
O 0.3490 0.7261 0.9011
H 0.7993 -2.1365 2.2677
H 0.2272 -1.7687 0.7559
H -0.3633 -0.2286 2.5390
H 1.3590 0.2235 2.5741
*
```

Output
<S²>: 0.7549
LUMO (spin up / spin down) (eV): 0.95 / -2.76
M (g mol⁻¹): 104.1
ΔE to the lowest compared entry with this formula, charge and spin (kJ/mol): 146.6
HOMO level (spin up / spin down) (eV): -8.830 / -8.779
Gap between HOMO and LUMO (spin up / spin down) (Eh): 0.359 / 0.221

---

# 8
Molecular formula: C15H21Br12F6NO5
Method: DFT, wB97M-V/def2-TZVPD

The geometry in ORCA input format:
```
! wB97M-V def2-TZVPD RIJCOSX def2/J DEFGRID3
* xyz 0 1
C 1.1978 2.1470 -12.3740
C 1.1865 0.6764 -12.1410
O 1.0443 -0.1104 -13.0744
N 1.3310 0.1954 -10.9114
C 1.5435 -1.2205 -10.5536
H 1.1714 2.2981 -13.4531
H 1.9864 2.7401 -11.9109
H 0.2808 2.6114 -12.0114
H 1.3150 0.9195 -10.2075
H 2.5893 -1.5003 -10.6808
H 0.8358 -1.8533 -11.0892
H 1.3368 -1.4097 -9.5003
C -4.2998 -3.5992 6.1384
C -3.3997 -2.3579 6.0783
O -3.7627 -1.2407 6.8045
C -4.9021 -0.5702 6.6058
O -5.6209 -0.6904 5.6186
C -5.1833 0.5070 7.7486
F -6.3479 0.1872 8.2875
F -4.2511 0.4053 8.6792
F -5.2041 1.7381 7.3004
H -5.3195 -3.3471 5.8472
H -4.4684 -3.9901 7.1418
H -3.9396 -4.4721 5.5939
H -3.3283 -2.0329 5.0404
H -2.3952 -2.5921 6.4307
C 1.4855 5.5228 7.5129
C 1.9800 4.2210 6.9319
O 3.3605 4.2459 6.5189
C 3.8043 4.8005 5.3965
O 3.0324 5.4578 4.6521
C 5.2853 4.7168 5.0778
F 5.7476 5.9260 5.0373
F 6.0541 4.0761 6.0152
F 5.4308 4.1799 3.8536
H 1.5631 6.3551 6.8134
H 2.0012 5.6958 8.4575
H 0.4349 5.3224 7.7233
H 1.2767 3.8664 6.1785
H 1.9158 3.4468 7.6965
C -1.2461 -1.3780 -0.7823
Br -1.0100 0.1788 0.3754
Br -0.7469 -0.9430 -2.6710
Br -3.0916 -2.1273 -0.6724
H -0.5083 -2.1387 -0.5272
C -0.4321 -8.5785 -0.1742
Br 0.3839 -8.5939 -2.0239
Br 0.5385 -7.4430 1.1340
Br -0.7163 -10.4095 0.4703
H -1.4277 -8.1423 -0.2556
C -4.0913 3.9589 -5.8721
Br -5.0414 3.5055 -4.1822
Br -4.7005 5.7457 -6.4394
Br -4.4450 2.5781 -7.1918
H -3.0702 3.9851 -5.4915
C 6.4753 -4.1959 -1.7393
Br 6.5716 -4.3058 -3.7578
Br 7.6208 -2.9156 -0.9208
Br 6.7016 -6.0522 -1.1780
H 5.4674 -4.0006 -1.3730
*
```

Output
LUMO (eV): -0.71
M (g mol⁻¹): 1368.2
HOMO level (eV): -9.545
Gap between HOMO and LUMO (Eh): 0.325

---

What are the max |F| values for these records? In order: 0.0620 0.0748 0.0638 0.1152 0.0370 0.0343 0.0734 0.1147 hartree/bohr.
What are the calculated total energy values for these records? In order: -844.074270 -195.269995 -3460.602539 -440.495366 -236.911406 -328.236299 -363.532488 -32502.399164 Ha.